DFT (wB97M-V/def2-TZVPD) results for C45H42BCl2N8O10Ta as an isolated structure.

The geometry in ORCA input format:
```
! wB97M-V def2-TZVPD RIJCOSX def2/J DEFGRID3
* xyz 2 1
Ta 0.59 0.52 -0.23
C -5.82 -5.86 -1.78
O -4.87 -5.29 -0.89
C -5.25 -4.24 -0.14
C -4.28 -3.75 0.75
C -4.56 -2.68 1.56
C -5.82 -2.06 1.49
C -6.79 -2.59 0.66
C -6.51 -3.66 -0.18
N -6.28 -0.96 2.28
N -5.53 -0.08 2.72
C -4.13 -0.05 2.42
C -3.23 -0.01 3.45
C -1.84 0.07 3.22
C -1.41 0.15 1.93
O -0.10 0.23 1.52
C -2.31 0.20 0.86
N -1.75 0.38 -0.37
C -2.55 0.43 -1.41
C -3.95 0.36 -1.30
C -4.52 0.20 -0.07
C -3.69 0.11 1.07
H -5.30 -6.65 -2.31
H -6.18 -5.12 -2.49
H -6.66 -6.29 -1.23
H -3.34 -4.28 0.82
H -3.82 -2.36 2.28
H -7.78 -2.15 0.67
H -7.29 -4.05 -0.82
H -3.60 -0.08 4.47
H -1.14 0.08 4.04
H -2.09 0.55 -2.39
H -4.55 0.43 -2.20
H -5.60 0.17 0.04
O -0.69 4.55 -4.68
C -0.77 5.22 -3.53
O -0.99 6.39 -3.48
C -0.58 4.44 -2.26
C -0.73 4.97 -0.98
Cl -1.22 6.50 -0.50
N -0.50 3.99 -0.07
N -0.20 2.83 -0.69
C -0.26 3.10 -2.00
C 0.09 1.96 -2.88
O 0.13 1.94 -4.07
O 0.40 0.90 -2.12
C -0.52 4.10 1.36
C -1.39 3.29 2.08
C -1.40 3.39 3.46
C -0.56 4.28 4.10
C 0.29 5.10 3.37
C 0.32 5.01 1.99
H -0.40 3.63 -4.58
H -2.07 2.64 1.55
H -2.09 2.78 4.03
H -0.59 4.37 5.18
H 0.93 5.81 3.87
H 0.98 5.64 1.41
Cl 3.63 1.63 4.52
C 3.23 2.19 2.94
C 3.82 3.33 2.42
C 3.46 3.71 1.13
C 2.53 2.96 0.44
N 1.94 1.87 0.96
C 2.32 1.48 2.19
H 4.54 3.89 2.99
H 3.89 4.59 0.67
H 2.26 3.23 -0.57
H 1.88 0.58 2.59
C 3.65 -0.74 -3.84
C 4.25 -0.81 -2.45
C 5.38 -1.82 -2.40
O 3.17 -1.29 -1.57
B 2.66 -0.21 -0.93
O 3.38 0.95 -1.10
C 4.60 0.59 -1.85
C 4.86 1.68 -2.87
C 5.71 0.55 -0.81
H 3.29 -1.74 -4.11
H 4.39 -0.44 -4.58
H 2.80 -0.05 -3.88
H 5.06 -2.75 -2.87
H 5.68 -2.03 -1.37
H 6.25 -1.45 -2.94
H 3.99 1.84 -3.51
H 5.71 1.42 -3.50
H 5.09 2.61 -2.36
H 5.50 -0.16 -0.02
H 5.82 1.54 -0.36
H 6.67 0.29 -1.26
O 2.35 -2.22 2.74
C 2.74 -3.45 2.14
N 1.75 -4.49 2.25
C 0.77 -4.80 1.34
O 0.10 -5.80 1.40
C 0.59 -3.84 0.19
C 0.61 -4.33 -1.11
C 0.43 -3.45 -2.16
C 0.25 -2.11 -1.88
N 0.18 -1.63 -0.62
C 0.35 -2.50 0.40
H 2.15 -2.39 3.67
H 3.66 -3.81 2.58
H 2.93 -3.22 1.09
H 1.87 -5.20 2.96
H 0.76 -5.39 -1.28
H 0.44 -3.78 -3.18
H 0.15 -1.38 -2.67
H 0.30 -2.10 1.40
*
```

Calculated values
LUMO ... -0.2349 Ha
DFT total energy ... -3932.4497 hartree
Energy relative to the best compared isomer or geometry (same formula, charge and spin) ... 0.287 eV
E_HOMO ... -12.4906 eV

***

DFT (wB97M-V/def2-TZVPD) results for C45H42BMnN9O2P as an isolated structure.

The geometry in ORCA input format:
```
! wB97M-V def2-TZVPD RIJCOSX def2/J DEFGRID3
* xyz 0 5
Mn -0.40 0.10 0.82
C -0.58 -3.57 3.42
C 0.08 -3.24 2.12
C -0.39 -3.55 0.85
C 0.67 -3.20 -0.11
N 1.60 -2.43 0.75
N 1.26 -2.62 2.14
B 2.32 0.02 -0.11
N 1.94 1.22 -0.99
C 1.97 1.25 -2.36
C 1.41 2.30 -3.09
C 0.98 3.45 -2.45
C 0.18 4.54 -3.11
N 1.17 2.21 -0.33
N 2.41 0.50 1.37
C 3.41 0.87 2.17
C 2.88 1.32 3.36
C 1.49 1.19 3.20
C 0.46 1.55 4.23
N 1.22 0.69 2.00
N 3.82 -0.29 -0.59
C 4.74 0.66 -0.76
C 5.96 0.08 -1.08
C 5.72 -1.29 -1.10
C 6.64 -2.43 -1.38
N 4.43 -1.47 -0.80
H -0.56 -4.65 3.57
H -1.62 -3.24 3.40
H -0.09 -3.07 4.24
H -1.29 -4.09 0.61
H 1.17 -4.08 -0.53
H 2.46 0.41 -2.84
H 1.31 2.19 -4.16
H -0.08 4.26 -4.14
H 0.71 5.50 -3.15
H -0.75 4.73 -2.57
H 4.45 0.79 1.86
H 3.40 1.68 4.23
H 0.87 2.30 4.90
H 0.17 0.68 4.82
H -0.43 1.97 3.76
H 4.47 1.70 -0.65
H 6.90 0.58 -1.27
H 7.63 -2.03 -1.62
H 6.31 -3.03 -2.23
H 6.73 -3.08 -0.51
O -1.52 -1.16 4.45
C -1.66 -0.60 3.38
O -1.07 -0.95 2.27
C -2.64 0.56 3.25
P -2.69 1.60 1.73
C -0.96 2.22 0.90
C -0.19 1.73 -0.26
C 1.37 3.50 -0.99
C 0.77 4.62 -0.20
C -0.05 4.57 0.85
C -0.80 3.45 1.43
C -3.77 0.55 0.61
C -5.24 0.97 0.70
C -6.10 0.23 0.01
C -5.61 -1.03 -0.72
C -4.65 -1.72 0.23
C -3.75 -0.97 0.85
H -2.54 1.19 4.13
H -3.65 0.14 3.28
H -0.68 1.79 -1.23
H 2.46 3.65 -0.95
H 1.11 5.61 -0.52
H -0.28 5.53 1.31
H -1.38 3.72 2.30
H -5.52 1.86 1.24
H -7.15 0.49 -0.04
H -6.47 -1.67 -0.91
H -4.69 -2.80 0.37
H -3.01 -1.40 1.50
C 3.60 -2.75 -0.73
C 2.81 -2.68 -2.04
C 1.55 -2.29 -2.24
C 0.59 -2.01 -1.11
C 1.14 -1.09 0.02
C 2.98 -2.90 0.62
C -0.80 -1.69 -1.55
C -1.49 -2.48 -2.45
C -2.83 -2.24 -2.69
C -3.41 -1.12 -2.14
C -4.90 -0.76 -2.16
C -5.00 0.70 -2.54
C -4.21 1.52 -1.87
C -3.23 0.96 -0.86
C -2.60 -0.29 -1.38
N -1.39 -0.63 -0.95
H 4.35 -3.52 -0.86
H 3.43 -2.83 -2.92
H 1.19 -2.17 -3.26
H 3.59 -2.51 1.43
H -0.98 -3.33 -2.90
H -3.42 -2.93 -3.30
H -5.40 -1.39 -2.89
H -5.71 1.03 -3.29
H -4.23 2.59 -2.02
H -2.47 1.72 -0.74
*
```

Calculated values
LUMO (spin up / spin down) ... 0.0054 / -0.0174 Ha
DFT total energy ... -3900.1485 hartree
Energy relative to the best compared isomer or geometry (same formula, charge and spin) ... 15.871 eV
E_HOMO (spin up / spin down) ... -5.4692 / -6.0611 eV
⟨S²⟩ ... 6.15

***

Question: What is the energy relative to the best compared isomer or geometry (same formula, charge and spin) in the second record?
Answer: 15.871 eV